1.
This record from the OMol25 dataset describes C21H27N6O7Re as an isolated structure in a non-equilibrium geometry. The level of theory is wB97M-V/def2-TZVPD.

Results
<S²>: 3.784
LUMO (spin up / spin down): 2.2 / 2.2 eV
Net charge: -1
Spin multiplicity: 4
Relative energy (zero: lowest compared OMol25 entry of this formula, charge and spin): 55.87 kcal per mole

Geometry (Å):
1 Re -0.53780 -0.24582 -0.68219
2 O -3.34567 4.36227 -1.02282
3 C -3.15096 4.30519 0.30260
4 C -3.77942 5.26030 1.10311
5 C -3.60308 5.25382 2.47471
6 C -2.79907 4.29271 3.07791
7 C -2.18157 3.33839 2.28671
8 C -2.33845 3.32585 0.90434
9 C -1.64798 2.28700 0.10135
10 O -0.94219 1.39079 0.71876
11 N -1.78232 2.33183 -1.18780
12 N -1.06015 1.31808 -1.84119
13 C -0.30175 1.80825 -2.85718
14 C 0.76293 1.10968 -3.49236
15 C 1.10032 1.39584 -4.82960
16 C 2.18990 0.82140 -5.46062
17 C 3.00058 -0.06365 -4.75951
18 C 2.70448 -0.35389 -3.43017
19 C 1.60489 0.20410 -2.77463
20 O 1.42081 -0.03615 -1.48508
21 H -2.79470 3.62678 -1.42336
22 H -4.40195 6.00099 0.61738
23 H -4.09887 6.00474 3.07895
24 H -2.66326 4.28444 4.15181
25 H -1.56109 2.56664 2.72286
26 H -0.56095 2.80673 -3.18929
27 H 0.46855 2.08926 -5.37429
28 H 2.40593 1.06237 -6.49454
29 H 3.86320 -0.51472 -5.23582
30 H 3.36737 -0.98745 -2.84840
31 N 1.06325 -0.29470 0.87662
32 C 0.85150 -0.91776 2.18457
33 C 2.16619 -1.35231 2.84396
34 C 3.04697 -2.27080 1.99359
35 C 2.67333 -3.75721 1.95149
36 N 1.37376 -4.13511 1.41100
37 C 0.91664 -3.94967 0.16979
38 N 1.73151 -3.53819 -0.80441
39 N -0.36315 -4.17799 -0.08718
40 C -0.10507 -2.10644 1.99014
41 O -0.11135 -3.00947 2.84301
42 O -0.75616 -2.08182 0.90974
43 H 1.78546 -0.77314 0.34999
44 H 1.34662 0.67824 0.93751
45 H 0.35226 -0.18161 2.81688
46 H 1.93270 -1.84445 3.78878
47 H 2.74264 -0.45154 3.07633
48 H 4.06336 -2.24902 2.39712
49 H 3.14753 -1.87008 0.98024
50 H 2.65271 -4.14691 2.96844
51 H 3.46935 -4.29895 1.42956
52 H 0.65144 -4.24045 2.11512
53 H 2.70802 -3.38886 -0.63745
54 H 1.32476 -3.17485 -1.65518
55 H -0.96700 -4.02285 0.71701
56 H -0.76407 -3.66655 -0.88799
57 C -3.12816 -0.47008 0.86242
58 O -2.46240 -0.43072 -0.36267
59 H -4.02461 0.16448 0.81614
60 H -2.52285 -0.11537 1.70378
61 H -3.44772 -1.49417 1.09547
62 O -0.68516 -1.47747 -1.94543

Results of the Mulliken charge analysis, in e, for atoms 1 through 8: Re 2.671; O -0.719; C 0.269; C -0.651; C -0.295; C -0.857; C -0.252; C 0.207

=====

2.
This record from the OMol25 dataset describes one molecule with the formula C21H27NO3S. The level of theory is wB97M-V/def2-TZVPD.

Results
LUMO: 0.6 eV
SMILES string: COCc1ccc(C(=O)N2CCC[C@@](CO)(CCc3ccccc3)C2)s1
Relative energy (zero: lowest compared OMol25 entry of this formula, charge and spin): 5.61 kcal per mole

Geometry (Å):
1 C -6.06993 -2.86971 0.34848
2 H -5.54757 -3.63964 -0.23287
3 O -6.50703 -1.82044 -0.48207
4 C -5.46415 -1.17524 -1.17053
5 C -4.56796 -0.37980 -0.26990
6 C -4.91983 0.36840 0.81053
7 C -3.81617 0.97397 1.44895
8 C -2.63026 0.71278 0.83287
9 S -2.85572 -0.34353 -0.52876
10 C -1.27244 1.08652 1.30904
11 O -0.89880 0.73822 2.41689
12 N -0.50264 1.81289 0.47211
13 C -0.89090 2.31969 -0.82142
14 H -1.96239 2.18700 -0.97064
15 C -0.08400 1.61566 -1.90988
16 H -0.33136 0.55408 -1.91745
17 H -0.34338 2.03209 -2.88418
18 C 1.40946 1.79565 -1.64984
19 H 1.96963 1.22521 -2.38835
20 H 1.66833 2.85214 -1.75673
21 C 1.81066 1.33099 -0.24103
22 C 3.24942 1.77054 0.08947
23 H 3.41457 1.61503 1.15739
24 H 3.31498 2.84613 -0.09478
25 C 4.37461 1.08332 -0.69645
26 C 4.76210 -0.27588 -0.18111
27 C 5.13778 -0.45790 1.14550
28 C 5.50392 -1.70627 1.61489
29 C 5.51116 -2.79611 0.76077
30 C 5.16149 -2.62324 -0.56696
31 C 4.79478 -1.37230 -1.03331
32 H 4.52310 -1.24543 -2.07089
33 H 5.17630 -3.46580 -1.24380
34 H 5.79502 -3.77180 1.12705
35 H 5.78815 -1.82883 2.65007
36 H 5.15097 0.38584 1.82114
37 H 4.09464 1.00380 -1.74607
38 H 5.25819 1.72705 -0.63585
39 C 0.89032 2.02803 0.78396
40 H 1.06664 1.63461 1.78720
41 H 1.09313 3.10475 0.78177
42 C 1.63231 -0.19254 -0.09434
43 O 1.95325 -0.85194 -1.29967
44 H 2.01724 -1.79495 -1.12339
45 H 0.58993 -0.41474 0.17653
46 H 2.27113 -0.54615 0.72473
47 H -0.67246 3.39524 -0.84127
48 H -3.89226 1.59273 2.32470
49 H -5.93752 0.47012 1.14215
50 H -5.96326 -0.50957 -1.88438
51 H -4.86148 -1.90304 -1.73616
52 H -5.40189 -2.50838 1.13808
53 H -6.96350 -3.29719 0.79777

Results of the Mulliken charge analysis, in e, for atoms 1 through 8: C -0.651; H 0.282; O -0.375; C -0.612; C 0.197; C -0.284; C -0.627; C -0.110